Record 1
# C17H20N4RhS2

A molecular structure, C17H20N4RhS2 (the ωB97M-V functional and the def2-TZVPD basis, the OMol25 dataset).

Each line ends with the Mulliken charge.
Cartesian coordinates (Å):
Rh (0.122, 0.092, 0.099)  -0.413
C (0.701, -0.518, 5.392)  -0.874
S (-0.164, -1.790, 4.451)  0.051
C (-0.171, -1.135, 2.856)  0.586
S (1.108, -0.205, 2.199)  -0.311
N (-1.258, -1.524, 2.147)  -1.180
N (-1.224, -1.181, 0.895)  0.821
C (-2.243, -1.585, 0.030)  -0.846
C (-2.113, -1.183, -1.293)  1.001
C (-3.000, -1.611, -2.312)  -0.968
C (-2.782, -1.223, -3.608)  -0.254
C (-1.679, -0.414, -3.906)  -0.913
C (-0.844, -0.012, -2.877)  -0.121
N (-1.045, -0.353, -1.608)  0.144
H (0.744, -0.900, 6.411)  0.345
H (0.128, 0.406, 5.374)  0.315
H (1.714, -0.360, 5.032)  0.337
H (-3.043, -2.206, 0.408)  0.455
H (-3.829, -2.253, -2.047)  0.438
H (-3.449, -1.548, -4.394)  0.436
H (-1.471, -0.096, -4.916)  0.432
H (0.021, 0.612, -3.068)  0.449
C (-1.456, 2.691, -0.500)  -1.358
N (-0.186, 2.386, 0.178)  0.698
C (-0.247, 2.875, 1.564)  -1.329
C (0.971, 2.976, -0.553)  -1.231
C (1.936, 1.959, -1.123)  0.871
C (3.027, 2.408, -1.864)  -0.916
C (3.933, 1.515, -2.413)  -0.606
C (3.758, 0.150, -2.234)  -0.599
C (2.676, -0.317, -1.499)  0.012
C (1.780, 0.584, -0.949)  0.472
H (-1.663, 3.766, -0.468)  0.412
H (-2.272, 2.164, -0.005)  0.294
H (-1.409, 2.371, -1.539)  0.447
H (-0.441, 3.953, 1.581)  0.368
H (0.693, 2.672, 2.070)  0.488
H (-1.048, 2.364, 2.097)  0.274
H (1.507, 3.644, 0.124)  0.517
H (0.586, 3.602, -1.361)  0.474
H (3.167, 3.474, -2.010)  0.463
H (4.775, 1.885, -2.981)  0.415
H (4.463, -0.551, -2.660)  0.424
H (2.542, -1.384, -1.358)  0.477

The expectation value of S² is 6.04. As for the energy above the lowest of the compared OMol25 structures with the same formula, charge and spin: 11.77 kcal/mol. The value obtained for the lowest unoccupied orbital energy (alpha / beta) is -0.0991 / -0.2205 hartree. The calculated total energy is -1785.40129 Eh. As for the net charge: +1. The multiplicity is 5.

***

Record 2
# C17H20N5O7PPt

A molecular structure, C17H20N5O7PPt (the ωB97M-V functional and the def2-TZVPD basis, the OMol25 dataset).

Each line ends with the Mulliken charge.
Cartesian coordinates (Å):
Pt (1.056, 0.913, -0.204)  1.048
O (6.480, -1.947, 0.913)  -0.523
C (5.283, -1.347, 0.762)  1.041
C (4.934, -0.184, 1.435)  -0.280
C (3.688, 0.357, 1.212)  -0.129
N (2.831, -0.202, 0.361)  -0.441
C (3.157, -1.331, -0.274)  0.388
C (4.367, -1.948, -0.097)  -0.466
C (2.068, -1.851, -1.172)  0.182
O (2.065, -3.017, -1.545)  -0.722
O (1.172, -0.963, -1.440)  -0.758
C (3.183, 1.579, 1.962)  0.107
O (3.945, 2.099, 2.766)  -0.737
O (1.973, 1.895, 1.674)  -0.647
H (7.023, -1.434, 1.520)  0.298
H (5.589, 0.321, 2.139)  0.453
H (4.590, -2.874, -0.612)  0.542
O (1.704, 4.182, -0.906)  -0.619
C (0.727, 4.002, -0.226)  0.348
C (-0.036, 5.073, 0.537)  -0.406
C (-1.207, 4.326, 1.172)  -0.469
C (-0.974, 2.879, 0.789)  0.609
O (-1.724, 1.964, 1.145)  -0.639
N (0.122, 2.759, -0.010)  -0.196
H (-0.335, 5.856, -0.158)  0.303
H (0.641, 5.515, 1.265)  0.266
H (-2.177, 4.631, 0.781)  0.272
H (-1.247, 4.406, 2.255)  0.286
C (-3.884, -1.802, -1.646)  -0.780
N (-2.459, -2.268, -1.899)  0.091
C (-1.989, -3.100, -0.693)  -0.839
N (-2.153, -2.375, 0.520)  0.123
C (-3.525, -1.913, 0.688)  -0.875
N (-3.964, -1.070, -0.429)  0.124
C (-3.254, 0.228, -0.464)  -1.100
P (-1.395, 0.050, -0.640)  0.558
C (-1.553, -1.089, -2.129)  -0.957
C (-1.186, -1.271, 0.650)  -0.599
H (-4.505, -2.695, -1.599)  0.359
H (-4.176, -1.189, -2.495)  0.382
H (-2.440, -2.870, -2.720)  0.326
H (-0.942, -3.346, -0.871)  0.465
H (-2.599, -4.002, -0.696)  0.323
H (-3.587, -1.333, 1.605)  0.410
H (-4.192, -2.773, 0.766)  0.306
H (-3.462, 0.778, 0.452)  0.538
H (-3.634, 0.817, -1.301)  0.403
H (-0.563, -1.453, -2.380)  0.465
H (-1.957, -0.516, -2.965)  0.495
H (-1.297, -0.796, 1.624)  0.307
H (-0.179, -1.667, 0.579)  0.364

The expectation value of S² is 2.01. As for the energy above the lowest of the compared OMol25 structures with the same formula, charge and spin: 22.48 kcal/mol. The value obtained for the lowest unoccupied orbital energy (alpha / beta) is -0.0180 / -0.0238 hartree. The calculated total energy is -1920.94118 Eh. The multiplicity is 3.

***

Record 3
# C17H20N6OS

C17H20N6OS in the gas phase in a non-equilibrium geometry (the ωB97M-V functional and the def2-TZVPD basis, the OMol25 dataset).

Each line ends with the Mulliken charge.
Cartesian coordinates (Å):
O (2.274, 0.678, -2.986)  -0.628
C (1.679, 1.575, -2.417)  0.377
C (2.417, 2.866, -2.146)  0.030
C (3.173, 3.523, -3.305)  -0.695
C (2.001, 4.234, -2.671)  -0.552
N (0.441, 1.356, -1.808)  0.024
C (-0.291, 0.091, -1.905)  -0.388
C (-1.728, 0.547, -1.985)  -0.714
C (-1.681, 1.971, -1.418)  -0.983
C (-0.258, 2.186, -0.862)  -0.227
C (-0.039, 1.663, 0.535)  -1.089
N (-0.067, 0.188, 0.632)  0.287
C (-0.145, -0.444, 1.876)  0.550
C (0.128, 0.219, 3.032)  -0.620
C (0.176, -0.482, 4.196)  -0.526
N (-0.164, -1.767, 4.222)  -0.683
C (-0.470, -2.344, 3.080)  0.403
N (-0.749, -3.656, 3.236)  -0.156
C (-1.370, -4.494, 2.282)  0.461
C (-1.327, -4.410, 0.835)  -0.243
N (-1.901, -5.372, 0.153)  -0.659
S (-2.552, -6.514, 1.218)  0.028
C (-2.003, -5.667, 2.636)  -0.356
N (-0.430, -1.731, 1.908)  -0.164
C (0.132, -0.635, -0.633)  -0.396
H (2.944, 2.843, -1.170)  0.374
H (4.199, 3.929, -3.133)  0.247
H (2.990, 3.049, -4.247)  0.265
H (1.031, 4.292, -3.220)  0.222
H (2.273, 5.142, -2.153)  0.282
H (-0.029, -0.515, -2.735)  0.618
H (-2.061, 0.553, -3.014)  0.345
H (-2.328, -0.125, -1.376)  0.353
H (-2.452, 2.054, -0.676)  0.377
H (-1.892, 2.673, -2.228)  0.351
H (0.016, 3.228, -0.867)  0.488
H (-0.816, 2.092, 1.203)  0.481
H (0.948, 1.968, 0.845)  0.482
H (0.341, 1.253, 3.073)  0.429
H (0.419, 0.014, 5.118)  0.389
H (-0.735, -3.892, 4.205)  0.263
H (-0.733, -3.640, 0.379)  0.368
H (-2.187, -6.022, 3.663)  0.344
H (1.200, -0.885, -0.679)  0.259
H (-0.375, -1.591, -0.695)  -0.019

As for the energy above the lowest of the compared OMol25 structures with the same formula, charge and spin: 28.31 kcal/mol. The value obtained for the lowest unoccupied orbital energy is 0.0205 hartree. The calculated total energy is -1461.74219 Eh. As for the SMILES: O=C(C1CC1)N1[C@@H]2CC[C@H]1CN(c1ccnc(Nc3cnsc3)n1)C2. The multiplicity is 1.

***

Record 4
# C17H21AlN5O5

A molecular structure, C17H21AlN5O5 (the ωB97M-V functional and the def2-TZVPD basis, the OMol25 dataset).

Each line ends with the Mulliken charge.
Cartesian coordinates (Å):
Al (0.653, 0.186, 0.007)  -0.606
C (3.922, -1.960, 1.788)  -0.539
O (3.046, -2.947, 2.311)  -0.513
C (1.895, -3.303, 1.670)  0.399
C (1.466, -4.596, 1.937)  -0.526
C (0.306, -5.114, 1.378)  -0.729
C (-0.447, -4.329, 0.538)  -1.033
C (-0.065, -3.008, 0.275)  0.880
C (-0.886, -2.228, -0.613)  -0.188
N (-0.737, -0.963, -0.778)  0.917
N (-1.499, -0.310, -1.724)  -1.081
C (-0.976, 0.857, -1.949)  0.400
O (0.119, 1.255, -1.314)  -0.219
C (-1.587, 1.765, -2.929)  0.406
C (-2.793, 1.444, -3.552)  -0.264
C (-3.338, 2.308, -4.485)  -0.648
C (-2.690, 3.493, -4.809)  -0.390
C (-1.493, 3.820, -4.188)  -0.732
C (-0.945, 2.960, -3.251)  -0.344
C (1.118, -2.473, 0.841)  0.526
O (1.479, -1.208, 0.606)  -0.315
H (4.858, -2.092, 2.326)  0.331
H (3.544, -0.953, 1.963)  0.063
H (4.096, -2.104, 0.720)  0.293
H (2.081, -5.192, 2.599)  0.465
H (0.012, -6.130, 1.600)  0.409
H (-1.350, -4.714, 0.079)  0.422
H (-1.657, -2.738, -1.188)  0.457
H (-3.286, 0.516, -3.299)  0.447
H (-4.273, 2.055, -4.966)  0.401
H (-3.114, 4.157, -5.550)  0.399
H (-0.981, 4.740, -4.435)  0.406
H (-0.008, 3.198, -2.767)  0.448
C (-1.366, -0.476, 3.335)  -0.542
O (-1.086, 0.937, 3.471)  -0.453
C (-0.439, 1.511, 2.494)  0.795
O (-0.072, 0.903, 1.475)  -0.240
N (-0.222, 2.809, 2.664)  -0.022
N (0.437, 3.538, 1.665)  -0.530
H (-1.853, -0.759, 4.260)  0.290
H (-0.444, -1.038, 3.199)  0.201
H (-2.030, -0.646, 2.489)  0.291
H (-0.567, 3.255, 3.499)  0.243
H (0.802, 4.388, 2.071)  0.284
H (-0.224, 3.776, 0.933)  0.237
N (2.415, 1.217, -0.061)  -0.336
H (2.949, 0.836, -0.838)  0.293
H (2.999, 1.165, 0.767)  0.268
H (2.232, 2.194, -0.263)  0.282

The value obtained for the lowest unoccupied orbital energy is -0.1030 hartree. The calculated total energy is -1552.81565 Eh. As for the net charge: +1. The multiplicity is 1.

***

Record 5
# C17H21As2GaNO4

A molecular structure, C17H21As2GaNO4 (the ωB97M-V functional and the def2-TZVPD basis, the OMol25 dataset).

Each line ends with the Mulliken charge.
Cartesian coordinates (Å):
Ga (0.492, -0.974, -0.148)  1.358
O (-2.240, -3.843, 1.632)  -0.380
C (-1.270, -3.075, 1.276)  0.269
O (-1.185, -2.453, 0.220)  -0.640
C (-0.155, -2.958, 2.254)  0.605
C (-0.093, -3.609, 3.478)  -0.558
C (1.052, -3.431, 4.243)  -0.695
C (2.089, -2.647, 3.751)  -0.777
C (1.930, -2.035, 2.516)  1.074
N (0.815, -2.175, 1.807)  -0.103
C (2.927, -1.171, 1.803)  0.446
O (4.141, -1.025, 2.206)  -0.399
O (2.529, -0.608, 0.791)  -0.576
H (-2.940, -3.977, 0.972)  0.425
H (-0.911, -4.233, 3.812)  0.550
H (1.148, -3.907, 5.210)  0.505
H (2.991, -2.520, 4.337)  0.277
H (4.417, -1.527, 2.985)  0.332
C (-2.604, -0.241, -3.049)  -1.092
As (-1.798, 0.034, -1.290)  0.416
C (-3.339, -0.115, -0.113)  -1.098
C (-1.267, 1.905, -1.196)  0.221
C (-2.247, 2.878, -1.032)  -0.505
C (-1.911, 4.204, -0.795)  -0.890
C (-0.576, 4.571, -0.692)  -0.769
C (0.416, 3.618, -0.867)  -0.449
C (0.080, 2.293, -1.138)  0.537
As (1.523, 1.047, -1.461)  0.570
C (3.222, 1.878, -1.080)  -1.272
C (1.540, 0.610, -3.351)  -0.962
H (-3.522, 0.347, -3.052)  0.396
H (-2.846, -1.295, -3.174)  0.431
H (-1.950, 0.085, -3.853)  0.393
H (-4.031, 0.705, -0.288)  0.481
H (-3.033, -0.102, 0.931)  0.338
H (-3.838, -1.055, -0.343)  0.374
H (-3.291, 2.606, -1.116)  0.378
H (-2.691, 4.945, -0.684)  0.439
H (-0.308, 5.599, -0.485)  0.435
H (1.454, 3.919, -0.809)  0.413
H (3.264, 2.229, -0.052)  0.413
H (3.338, 2.708, -1.777)  0.515
H (4.009, 1.147, -1.253)  0.422
H (1.547, 1.560, -3.887)  0.408
H (0.673, 0.029, -3.659)  0.298
H (2.451, 0.060, -3.580)  0.444

The value obtained for the lowest unoccupied orbital energy is -0.4116 hartree. The calculated total energy is -7411.46677 Eh. As for the net charge: +3. The multiplicity is 1.

***

> multiplicity of number 1 (C17H20N4RhS2)?

5

***

> Number 3 is which compound?

C17H20N6OS

***

> Look up the calculated total energy of the fourth one.

-1552.81565 Eh

***

> Look up the multiplicity of the third one.

1